This record from the Open Molecules 2025 dataset describes a single C5H10O molecule. The level of theory is ωB97M-V with the def2-TZVPD basis set.

Geometry as XYZ:
```
16
Properties=species:S:1:pos:R:3:forces:R:3:nbo_charge:R:1
C 1.479 -0.051 -1.973 0.06 -0.04 -0.06 -0.60
C 0.478 0.607 -1.029 -0.03 0.05 -0.05 -0.39
C 0.220 -0.242 0.214 0.03 -0.03 -0.04 -0.42
C -0.791 0.419 1.130 0.20 0.17 -0.18 -0.07
C -2.382 -0.754 2.356 0.42 -0.20 0.05 0.07
O -1.117 -0.495 2.200 -0.61 -0.11 0.02 -0.47
H 1.663 0.562 -2.861 -0.04 -0.06 0.12 0.21
H 2.441 -0.212 -1.473 -0.13 0.02 -0.07 0.20
H 1.113 -1.026 -2.312 0.05 0.12 0.05 0.20
H 0.842 1.602 -0.738 -0.06 -0.17 -0.01 0.20
H -0.475 0.767 -1.549 0.13 0.00 0.03 0.20
H -0.171 -1.224 -0.080 0.04 0.13 -0.01 0.21
H 1.165 -0.425 0.743 -0.18 0.05 -0.01 0.21
H -1.716 0.675 0.599 0.14 -0.12 0.20 0.20
H -0.380 1.315 1.601 -0.01 -0.03 -0.03 0.19
H -2.369 -1.520 3.171 -0.01 0.21 -0.02 0.07
```
Positions in Å, forces in eV/Å.

Output
* energy above the lowest of the compared OMol25 structures with the same formula, charge and spin: 3.1172 eV

---

This record from the Open Molecules 2025 dataset describes a gas-phase ion, C5H9N2 (charge +1) at a distorted geometry. The level of theory is ωB97M-V with the def2-TZVPD basis set.

Geometry as XYZ:
```
16
Properties=species:S:1:pos:R:3:forces:R:3:nbo_charge:R:1
C -1.560 -0.286 -1.438 -1.18 -0.22 0.53 -0.60
C -1.384 0.502 -0.078 -1.94 -0.99 -2.47 -0.48
C 0.012 0.360 0.323 -0.63 0.03 0.97 0.17
C 1.116 1.124 0.173 0.89 -0.24 0.62 -0.06
N 2.172 0.400 0.748 -0.13 -0.39 -0.70 -0.45
C 1.735 -0.775 1.130 -1.41 -0.86 1.34 0.27
N 0.401 -0.810 0.975 1.39 1.03 -1.15 -0.46
H -2.591 -0.175 -1.799 0.31 0.70 -0.12 0.24
H -1.601 -1.366 -1.299 0.88 -0.16 0.18 0.21
H -0.843 0.011 -2.192 0.06 -0.04 -0.17 0.22
H -2.172 0.056 0.534 0.75 -0.07 0.80 0.25
H -1.814 1.472 -0.298 0.90 0.64 0.31 0.26
H 1.323 2.102 -0.219 -0.35 0.07 -0.12 0.26
H 3.157 0.606 0.715 0.05 0.40 0.06 0.46
H 2.196 -1.574 1.691 0.70 0.23 -0.34 0.26
H -0.146 -1.649 1.035 -0.29 -0.13 0.27 0.45
```
Positions in Å, forces in eV/Å.

Output
* charge: +1
* structure (SMILES): CCc1c[nH]c[nH+]1
* energy above the lowest of the compared OMol25 structures with the same formula, charge and spin: 1.0024 eV

---

This record from the Open Molecules 2025 dataset describes 2 unconnected molecules or ions with the total composition C21H46Br3F3N7O7P2S at a distorted geometry. The level of theory is ωB97M-V with the def2-TZVPD basis set.

Geometry as XYZ:
```
90
Properties=species:S:1:pos:R:3:forces:R:3:mulliken_charge:R:1
C -0.555 2.411 -3.933 0.54 0.66 0.55 -0.38
C -1.434 1.221 -4.642 -0.32 1.64 -0.07 -0.40
O -0.850 -0.148 -4.452 -2.43 1.03 0.83 -0.35
C -1.957 -0.977 -3.952 -1.19 -0.21 0.24 -0.33
C -1.577 -2.534 -3.622 -0.81 -0.04 0.03 -0.52
C -0.113 -2.771 -2.928 0.91 -0.44 -1.21 -0.64
C 0.352 -1.621 -1.858 0.45 1.06 -0.53 0.31
C 1.215 -2.186 -0.569 0.09 -2.41 -3.25 -0.95
N 1.171 -1.394 0.668 -1.73 -0.85 1.05 0.55
C 0.343 -1.862 1.799 1.22 -0.16 2.68 -1.10
N -1.172 -2.160 1.772 3.53 -0.81 -2.52 0.50
C -1.916 -1.193 0.887 -0.65 2.59 -1.19 0.28
C -3.313 -0.599 1.499 0.46 0.47 -0.16 -0.74
C -4.570 -1.638 1.562 -0.73 1.65 2.20 0.19
F -4.626 -2.301 2.918 0.15 1.58 -3.87 -0.28
Br -4.734 -2.906 0.029 0.27 1.03 1.51 0.02
C -5.949 -0.691 1.517 -1.42 -2.76 -2.20 0.55
F -7.083 -1.674 1.661 3.18 3.44 -0.26 -0.23
F -6.079 -0.160 0.115 0.34 -1.13 4.45 -0.21
Br -5.994 0.724 2.931 -0.22 -1.44 -1.68 -0.08
P -1.344 -3.861 1.272 -0.94 -4.43 1.00 0.30
O 0.182 -4.698 1.635 -1.71 2.14 0.01 -0.52
O -1.625 -4.116 -0.426 1.77 0.20 2.88 -0.26
S -2.693 -4.864 2.328 1.26 1.43 -0.89 -0.22
N 0.923 -2.084 3.057 -1.32 -0.02 -2.87 0.89
C 2.396 -1.931 3.369 1.59 -0.41 1.16 -0.45
C 3.098 -3.390 3.793 -0.65 -0.57 -1.27 -0.45
O 4.088 -3.254 4.874 -3.07 -0.63 1.49 -0.34
C 3.398 -3.538 6.148 0.93 -6.33 2.18 0.22
O 3.507 -4.743 6.732 -0.69 8.47 -4.08 -0.45
C 0.063 -2.515 4.265 -0.22 0.36 1.40 -0.86
C -0.742 -1.177 4.866 -0.33 0.31 2.18 0.20
N -2.238 -1.317 4.689 0.87 1.54 -0.74 -0.34
N -0.151 0.111 4.328 -1.23 -0.99 0.02 -0.49
N -0.506 -1.133 6.390 -0.43 -0.89 -0.94 -0.77
P 1.742 0.243 0.660 2.66 1.04 0.97 0.10
O 3.306 0.187 -0.189 -3.62 0.31 -0.33 -0.48
Br 0.515 1.682 -0.628 0.37 -0.86 -0.03 -0.08
H -1.066 2.821 -2.935 0.94 -1.04 -2.12 0.15
H 0.537 2.082 -3.617 -2.37 0.45 -0.91 0.05
H -0.405 3.374 -4.615 -0.42 -2.33 1.32 0.17
H -2.531 1.301 -4.186 2.36 -0.46 -0.96 0.26
H -1.541 1.506 -5.783 0.38 -1.03 2.18 0.28
H -2.428 -0.515 -2.963 1.12 -0.67 -1.83 0.15
H -2.827 -0.889 -4.766 1.72 -0.65 1.78 0.36
H -2.403 -2.944 -2.865 1.65 1.06 -1.59 0.06
H -1.748 -3.148 -4.621 0.86 1.11 2.17 0.38
H 0.689 -2.756 -3.811 -1.72 -0.02 1.95 0.36
H -0.043 -3.878 -2.486 -0.31 2.53 -0.78 0.27
H 1.105 -0.907 -2.450 -1.86 -1.40 1.26 0.37
H -0.544 -0.915 -1.541 1.84 -1.69 -0.54 -0.19
H 2.348 -2.227 -0.947 -2.40 0.15 1.15 0.42
H 0.904 -3.330 -0.461 0.67 2.54 0.39 0.27
H -1.199 -0.246 0.760 -1.68 -2.01 0.26 -0.27
H -2.133 -1.567 -0.201 0.51 0.34 2.16 0.12
H -3.645 0.287 0.769 0.73 -2.11 1.35 0.46
H -3.112 -0.058 2.542 -0.67 -1.68 -2.25 0.24
H 0.228 -4.905 2.623 -0.60 0.28 -1.89 0.42
H -1.475 -5.090 -0.610 -0.25 1.31 0.50 0.30
H 3.059 -1.521 2.502 -1.79 -0.48 1.60 0.25
H 2.481 -1.261 4.339 -0.26 -1.11 -2.21 0.29
H 3.662 -3.786 2.846 -0.94 0.77 1.99 0.33
H 2.279 -4.205 4.056 1.66 1.71 -0.42 0.35
H 2.724 -2.685 6.594 1.41 -1.49 -0.88 0.33
H 0.741 -2.873 5.181 -1.04 0.91 -2.46 0.32
H -0.647 -3.411 4.031 1.08 1.96 0.13 0.21
H -2.621 -0.339 4.682 0.23 -1.42 0.20 0.30
H -2.695 -1.834 5.472 0.83 0.64 -0.90 0.32
H -0.867 0.851 4.163 1.00 -0.89 0.43 0.27
H 0.664 0.450 4.885 -1.33 -0.46 -0.45 0.24
H -0.959 -2.013 6.781 0.68 1.64 -0.31 0.34
H -1.045 -0.289 6.724 0.66 -1.43 -0.34 0.28
H 3.181 0.628 -1.080 0.34 -0.72 1.21 0.32
C 1.381 6.602 -4.896 -0.26 0.11 -0.13 -1.46
C 1.706 6.000 -3.531 0.38 0.07 -0.29 0.30
C 2.935 6.646 -2.852 0.10 -0.37 0.20 -0.70
O 4.192 6.202 -3.373 -0.51 0.46 0.17 -0.38
C 4.621 6.895 -4.535 0.27 -0.32 -0.02 -0.64
N 1.871 4.547 -3.678 0.34 0.05 0.25 -0.41
H 2.086 6.292 -5.672 -0.01 0.01 0.15 0.30
H 0.385 6.283 -5.226 0.18 0.01 0.08 0.35
H 1.380 7.696 -4.851 0.03 -0.13 -0.01 0.38
H 0.840 6.183 -2.884 0.13 -0.04 0.06 0.33
H 2.933 6.343 -1.797 0.08 -0.04 -0.14 0.32
H 2.873 7.740 -2.859 0.01 0.00 -0.17 0.44
H 4.344 7.953 -4.513 -0.09 -0.04 0.00 0.30
H 4.221 6.413 -5.428 -0.04 0.21 -0.13 0.23
H 5.712 6.826 -4.586 -0.14 0.00 0.12 0.26
H 2.006 4.139 -2.751 -0.10 0.06 -0.12 0.15
H 2.770 4.388 -4.142 -0.29 0.07 0.04 0.27
```
Positions in Å, forces in eV/Å.

Output
* charge: +1

---

This record from the Open Molecules 2025 dataset describes a molecular structure, C48H33ClGeI2N4O2W at a distorted geometry. The level of theory is ωB97M-V with the def2-TZVPD basis set.

Geometry as XYZ:
```
92
Properties=species:S:1:pos:R:3:forces:R:3:mulliken_charge:R:1
W -0.747 -0.568 0.014 0.34 -1.38 -0.30 1.69
Cl 4.191 4.511 -2.851 -0.03 -0.02 0.03 -0.17
C 2.943 3.516 -2.205 0.04 0.03 -0.07 -0.14
C 2.019 2.915 -3.080 -0.02 -0.01 -0.05 -1.02
C 1.011 2.106 -2.615 0.08 0.02 0.08 -0.86
C 0.878 1.861 -1.242 -0.10 -0.25 -0.33 -0.03
O -0.086 1.064 -0.835 0.07 0.58 0.53 1.00
C 1.800 2.475 -0.347 0.05 0.13 -0.08 1.10
C 1.706 2.343 1.042 -0.04 0.03 0.08 -0.61
N 0.803 1.571 1.605 0.23 0.06 -0.04 0.62
C 0.449 1.646 2.881 0.04 0.11 0.09 -0.44
C 0.694 2.637 3.850 -0.11 -0.18 -0.11 -0.97
C 0.064 2.505 5.061 -0.11 0.03 0.26 -0.90
C -0.896 1.485 5.393 0.19 0.18 -0.15 -1.04
C -1.175 0.525 4.485 -0.28 -0.22 0.10 -0.67
C -2.277 -0.428 4.623 0.29 0.20 -0.03 -0.77
C -2.920 -1.140 3.678 -0.14 -0.08 -0.39 -0.88
C -2.855 -1.384 2.196 -0.10 -0.23 0.15 -0.33
N -2.135 -0.934 1.263 0.28 0.77 0.32 0.15
C -0.419 0.500 3.223 -0.06 -0.22 -0.14 4.13
C 2.832 3.308 -0.864 -0.06 -0.04 0.02 -1.38
H 2.111 3.103 -4.142 0.01 0.00 0.01 0.50
H 0.300 1.658 -3.294 -0.02 -0.01 -0.02 0.54
H 2.422 2.902 1.650 0.01 -0.03 0.01 0.43
H 1.323 3.493 3.654 0.01 -0.01 -0.03 0.49
H 0.257 3.262 5.814 0.00 -0.02 0.00 0.45
H -1.427 1.552 6.333 -0.01 0.00 0.00 0.57
H -2.678 -0.513 5.627 0.01 -0.02 0.00 0.55
H -3.748 -1.721 4.069 0.01 0.01 0.03 0.49
H -3.593 -2.131 1.892 0.03 -0.06 0.02 0.54
H 3.527 3.777 -0.180 -0.01 -0.01 0.01 0.52
I 0.205 -5.506 -1.466 -0.07 0.01 -0.10 0.08
C 0.819 -4.500 0.228 0.17 -0.11 0.17 -0.39
C 1.753 -5.103 1.110 -0.03 0.03 -0.04 -0.24
C 2.147 -4.514 2.284 -0.15 0.14 -0.11 -0.44
I 3.455 -5.504 3.550 0.08 -0.06 0.08 0.15
C 1.636 -3.228 2.615 0.07 -0.09 0.06 1.32
C 1.797 -2.535 3.833 0.00 0.02 0.00 -1.45
C 1.125 -1.356 4.051 0.03 -0.05 -0.08 -0.65
C 0.367 -0.791 3.014 0.07 0.13 0.20 0.52
N 0.308 -1.359 1.828 -0.12 0.03 -0.01 0.49
C 0.810 -2.611 1.664 0.00 0.07 0.08 -0.78
C 0.307 -3.261 0.522 -0.01 -0.04 -0.13 -0.13
O -0.664 -2.644 -0.133 0.05 0.00 0.22 -0.39
H 2.138 -6.080 0.851 0.00 0.00 0.00 0.41
H 2.409 -2.969 4.614 0.00 0.01 0.00 0.27
H 1.174 -0.859 5.010 -0.01 0.01 0.00 0.65
H -1.192 0.517 2.444 0.02 0.03 -0.01 -1.87
C 3.291 -1.385 -1.845 0.03 0.01 0.05 -1.11
C 2.942 -1.739 -3.142 -0.02 -0.01 -0.03 -1.07
C 1.610 -1.777 -3.506 0.00 -0.02 0.02 -0.61
C 0.631 -1.470 -2.566 0.00 -0.01 -0.01 1.05
N 0.992 -1.127 -1.316 -0.08 0.17 0.11 0.68
C 2.280 -1.077 -0.961 0.03 -0.04 -0.13 -0.38
C -0.822 -1.510 -2.813 -0.03 0.00 -0.10 0.20
C -1.356 -1.886 -4.042 0.01 -0.01 -0.01 -0.85
C -2.728 -1.999 -4.205 0.05 0.01 0.00 -1.34
C -3.577 -1.760 -3.135 -0.07 -0.01 0.04 -0.80
C -3.057 -1.368 -1.908 0.04 -0.08 -0.23 -0.20
C -1.688 -1.201 -1.751 -0.15 0.09 -0.03 0.26
H 4.322 -1.350 -1.523 0.00 0.00 -0.01 0.59
H 3.707 -1.985 -3.867 0.01 0.00 0.01 0.50
H 1.329 -2.051 -4.511 0.01 -0.01 0.01 0.57
H 2.494 -0.785 0.060 -0.02 0.00 0.02 0.38
H -0.709 -2.114 -4.879 -0.01 0.00 0.01 0.49
H -3.130 -2.299 -5.163 -0.01 0.01 0.01 0.47
H -4.646 -1.877 -3.256 0.01 0.00 0.01 0.53
H -3.724 -1.197 -1.074 -0.04 0.01 0.03 0.46
Ge -2.635 1.329 -0.092 -0.36 0.33 -0.02 2.15
C -4.281 1.060 0.889 -0.24 0.01 0.08 0.12
C -4.323 1.466 2.223 0.01 -0.02 0.04 -0.29
C -5.465 1.291 2.994 0.02 0.02 -0.03 -0.66
C -6.590 0.705 2.434 -0.03 -0.02 -0.04 -0.62
C -6.575 0.313 1.100 -0.01 0.02 0.06 -0.83
C -5.433 0.496 0.334 0.05 0.02 -0.07 -0.11
C -3.010 2.121 -1.818 -0.05 0.13 -0.18 0.50
C -3.867 3.223 -1.763 -0.02 0.04 0.00 -0.95
C -4.204 3.921 -2.915 0.01 -0.01 -0.02 -0.68
C -3.695 3.521 -4.141 0.00 -0.02 0.00 -0.70
C -2.854 2.419 -4.210 -0.01 0.01 -0.01 -1.17
C -2.515 1.725 -3.057 0.02 -0.04 0.00 0.40
H -1.845 2.337 0.787 0.04 -0.05 0.06 -0.45
H -3.454 1.944 2.669 0.00 0.00 0.00 0.41
H -5.484 1.625 4.024 0.01 0.01 0.00 0.46
H -7.486 0.573 3.025 0.01 -0.01 0.00 0.42
H -7.461 -0.120 0.655 0.01 0.00 -0.01 0.48
H -5.460 0.222 -0.714 0.04 -0.01 -0.01 0.46
H -4.290 3.549 -0.818 0.02 -0.03 0.02 0.42
H -4.868 4.773 -2.856 0.00 0.00 0.02 0.45
H -3.962 4.058 -5.041 0.00 0.00 0.00 0.41
H -2.470 2.091 -5.169 0.00 0.00 0.01 0.48
H -1.881 0.853 -3.140 0.02 0.02 0.01 0.40
```
Positions in Å, forces in eV/Å.

Output
* charge: +2
* energy above the lowest of the compared OMol25 structures with the same formula, charge and spin: 3.9593 eV

---

Number 1: calculated total energy -271.6381 Eh, E_LUMO 0.9219 eV. Number 2: calculated total energy -305.1932 Eh, E_LUMO -3.3711 eV. Number 3: calculated total energy -10839.6854 Eh, E_LUMO -4.6688 eV. Number 4: calculated total energy -5417.4906 Eh, E_LUMO -7.6438 eV.